Below is one molecule with the formula C19H19BrFN5O, with properties calculated with ωB97M-V with the def2-TZVPD basis set.

Results
ΔE to the lowest compared entry with this formula, charge and spin: 21.8 kcal per mole
frontier orbital gap: 9.15 eV
E: -102268.734 eV
E_LUMO: 0.383 eV

```
46
Properties=species:S:1:pos:R:3:forces:R:3
N -2.477718 -3.355494 0.314245 1.3 1.1 0.1
O 3.790378 -0.206084 1.382363 -2.2 -1.2 -0.4
F -1.718879 3.811574 2.652705 0.1 0.5 0.0
Br -5.442880 4.834495 -0.962365 0.8 -0.8 0.5
C -1.523270 -2.698446 0.454734 -0.7 -1.0 -0.3
N 0.793153 -0.161798 1.701459 -0.1 0.1 0.1
C 3.018455 -1.053656 0.885299 3.9 2.7 1.1
C -0.406131 -0.676973 1.527981 0.2 -1.2 -1.2
C 3.672485 -2.071846 0.040149 -2.0 -1.5 -0.8
C -0.373570 -1.902856 0.703438 -1.1 1.0 1.1
C 0.939177 -2.063507 0.424807 1.1 -0.4 -0.5
C 2.911567 -3.041384 -0.589039 1.9 1.2 -0.1
C -4.385196 2.255598 -0.111824 -0.7 -0.2 -0.3
C -3.348134 4.184872 0.931318 0.3 -0.1 0.4
C -3.620736 1.439357 0.708883 0.8 -0.2 0.4
C -2.577978 3.332699 1.751578 -1.3 -1.1 -1.3
C -4.262909 3.628683 0.031278 -0.1 0.6 0.1
C -2.694495 1.927365 1.647814 0.1 1.3 -0.1
N 1.561729 -3.032667 -0.343834 -0.4 0.1 0.3
N 1.637699 -1.023632 1.026200 -0.6 -2.2 -1.4
N -1.599100 -0.212251 1.948109 0.4 -0.6 -0.2
C 1.344650 -3.698119 -4.905204 -0.6 0.2 -0.2
C 3.470456 -4.081631 -1.593227 -0.5 0.0 0.1
C 2.143532 -3.245092 -3.705725 0.8 -0.3 0.8
C 2.533197 -4.450690 -2.771885 -0.4 1.2 0.3
C -2.642440 0.736826 3.843697 -0.3 0.2 0.1
C -1.850028 1.046017 2.581787 -0.7 0.1 0.0
H 4.759362 -1.985105 -0.064053 -0.7 0.0 0.0
H -5.107301 1.790604 -0.819621 0.7 0.6 0.6
H -3.237492 5.268928 1.002568 0.0 -0.4 0.1
H -3.711440 0.364620 0.581377 -0.1 0.1 0.0
H 1.012756 -3.801658 -0.706858 -0.1 0.4 0.1
H -2.391590 -0.835582 1.791662 0.5 0.4 0.1
H 1.870261 -4.499155 -5.413553 0.0 -0.3 -0.1
H 1.248743 -2.885856 -5.636610 -0.1 -0.1 0.2
H 0.331622 -4.055719 -4.640718 0.5 0.2 -0.1
H 3.653293 -5.010395 -1.025751 0.2 0.3 -0.2
H 4.410636 -3.738854 -2.055286 -0.2 0.1 0.7
H 3.073415 -2.791249 -4.067357 0.0 -0.1 0.0
H 1.641185 -2.420368 -3.146730 0.2 -0.8 -0.2
H 1.621890 -4.846396 -2.339723 -0.5 -0.3 -0.1
H 2.973667 -5.291704 -3.325019 0.0 0.4 0.0
H -2.852304 1.649430 4.375151 -0.2 0.3 0.3
H -3.588743 0.244144 3.598483 0.0 0.1 -0.1
H -2.099197 0.068895 4.494033 0.3 -0.2 0.2
H -0.903220 1.536636 2.862824 -0.3 -0.3 -0.4
```
Positions in Å, forces in eV/Å.